Record 1
Below is a molecular structure, C28H28Cl4N8O2RuS3, with properties calculated with wB97M-V/def2-TZVPD.

## Properties
Electronic energy   -4802.3955 Eh
2S+1   2
E_LUMO (spin up / spin down)   -3.2 / -4.0 eV
Charge   +1
Kohn-Sham gap (spin up / spin down)   6.58 / 6.18 eV
Expectation value of S²   0.767
ΔE to the lowest compared entry with this formula, charge and spin   0.341 eV

XYZ file:
```
74
Properties=species:S:1:pos:R:3:lowdin_charge:R:1
Ru -0.219 0.088 0.068 0.81
Cl -2.612 -3.845 5.073 0.72
C -2.203 -2.517 4.075 -0.69
C -2.651 -1.208 4.445 -0.69
Cl -3.592 -1.019 5.860 0.72
C -2.335 -0.118 3.675 -0.62
Cl -2.855 1.470 4.072 0.73
C -1.559 -0.273 2.497 -0.37
O -1.233 0.715 1.754 -0.20
C -1.115 -1.605 2.110 -0.38
O -0.429 -1.744 1.042 -0.22
C -1.461 -2.710 2.939 -0.62
Cl -0.915 -4.256 2.449 0.75
S -6.330 -1.570 -1.742 1.01
C -4.661 -1.088 -1.359 -0.50
C -3.584 -1.928 -1.613 -0.04
C -2.310 -1.504 -1.301 -0.11
N -2.060 -0.305 -0.747 -0.09
C -3.103 0.494 -0.478 -0.10
C -4.406 0.145 -0.774 -0.05
C -6.134 -1.800 -3.503 -0.53
C -6.120 -0.707 -4.358 -0.08
C -5.959 -0.940 -5.716 -0.14
N -5.823 -2.151 -6.245 0.07
C -5.857 -3.188 -5.418 -0.13
C -6.011 -3.071 -4.042 -0.08
H -3.733 -2.908 -2.044 0.12
H -1.451 -2.136 -1.478 0.08
H -2.868 1.441 -0.013 0.12
H -5.213 0.826 -0.544 0.11
H -6.235 0.298 -3.977 0.11
H -5.944 -0.109 -6.412 0.11
H -5.755 -4.167 -5.872 0.11
H -6.040 -3.949 -3.412 0.11
C 4.098 1.632 -1.614 -0.05
N 2.784 1.022 -1.484 -0.02
C 2.094 0.326 -2.385 -0.77
S 0.908 -0.820 -1.875 0.68
N 2.293 0.465 -3.695 -0.02
C 3.062 1.470 -4.411 -0.06
H 4.706 1.294 -0.774 0.08
H 4.046 2.722 -1.594 0.09
H 4.595 1.314 -2.527 0.08
H 2.484 0.816 -0.533 0.02
H 1.766 -0.191 -4.251 0.12
H 4.038 1.099 -4.726 0.09
H 3.191 2.357 -3.797 0.07
H 2.499 1.757 -5.297 0.10
N 1.473 6.537 -3.102 0.19
C 1.104 5.576 -2.594 -0.17
C 0.660 4.366 -1.969 -0.21
C 0.053 3.367 -2.724 0.01
C -0.346 2.211 -2.082 -0.13
N -0.171 2.016 -0.768 -0.08
C 0.390 2.996 -0.044 -0.11
C 0.823 4.181 -0.597 0.01
H -0.103 3.486 -3.786 0.13
H -0.811 1.398 -2.622 0.10
H 0.468 2.797 1.017 0.09
H 1.277 4.944 0.018 0.13
C 3.779 3.209 3.155 -0.05
N 2.891 2.211 2.566 -0.02
C 3.146 0.998 2.065 -0.78
S 1.836 -0.053 1.693 0.74
N 4.377 0.522 1.868 -0.03
C 5.682 1.053 2.250 -0.06
H 3.172 4.081 3.383 0.09
H 4.556 3.519 2.462 0.08
H 4.228 2.857 4.082 0.09
H 1.906 2.342 2.730 0.11
H 4.355 -0.428 1.530 0.12
H 5.759 1.220 3.322 0.09
H 5.917 1.971 1.715 0.08
H 6.422 0.307 1.973 0.10
```



Record 2
Below is a molecular structure, C28H28FN4O3Os, with properties calculated with wB97M-V/def2-TZVPD.

## Properties
Electronic energy   -1718.0777 Eh
2S+1   5
E_LUMO (spin up / spin down)   -8.8 / -10.8 eV
Charge   +3
Kohn-Sham gap (spin up / spin down)   7.07 / 5.09 eV
Expectation value of S²   6.042
ΔE to the lowest compared entry with this formula, charge and spin   0.648 eV

XYZ file:
```
65
Properties=species:S:1:pos:R:3:nbo_charge:R:1
Os -0.011 0.492 0.155 1.61
C -6.726 -3.770 0.543 -0.63
C -6.167 -2.907 1.669 -0.21
N -4.739 -2.589 1.476 -0.32
C -4.421 -1.446 0.873 0.19
C -3.135 -0.997 0.691 -0.35
C -2.993 0.309 -0.042 0.78
O -3.921 1.047 -0.179 -0.48
O -1.774 0.539 -0.553 -0.69
C -2.048 -1.738 1.223 0.52
O -0.845 -1.315 1.332 -0.73
C -2.392 -3.052 1.725 -0.19
C -1.387 -3.951 2.108 -0.19
C -1.694 -5.173 2.622 0.34
F -0.665 -5.966 2.970 -0.31
C -3.033 -5.608 2.824 0.26
C -4.021 -4.713 2.410 -0.34
C -3.732 -3.457 1.870 0.29
N -3.350 -6.826 3.393 -0.44
C -4.660 -7.131 3.941 -0.24
C -5.228 -8.404 3.317 -0.23
N -4.201 -9.515 3.355 -0.50
C -2.998 -9.150 4.168 -0.24
C -2.351 -7.882 3.626 -0.23
H -7.771 -3.998 0.746 0.25
H -6.178 -4.706 0.435 0.21
H -6.678 -3.238 -0.407 0.23
H -6.285 -3.379 2.642 0.22
H -6.707 -1.963 1.707 0.24
H -5.239 -0.823 0.533 0.26
H -0.350 -3.666 2.004 0.26
H -5.055 -5.002 2.493 0.22
H -5.368 -6.331 3.756 0.25
H -4.598 -7.233 5.028 0.22
H -5.501 -8.230 2.279 0.24
H -6.116 -8.716 3.862 0.25
H -3.900 -9.737 2.405 0.44
H -4.619 -10.369 3.727 0.46
H -2.277 -9.963 4.124 0.26
H -3.311 -9.041 5.203 0.24
H -1.832 -8.109 2.692 0.22
H -1.597 -7.581 4.353 0.25
N 1.680 0.694 1.363 -0.83
C 2.900 1.075 0.653 0.11
C 3.645 2.131 1.143 -0.21
C 4.854 2.461 0.551 -0.14
C 5.314 1.716 -0.525 -0.18
C 4.549 0.680 -1.030 -0.09
C 3.312 0.337 -0.469 -0.14
C 2.468 -0.671 -1.128 0.08
C 3.058 -1.685 -1.888 -0.22
C 2.311 -2.517 -2.699 -0.08
C 0.919 -2.362 -2.797 -0.18
C 0.292 -1.426 -2.013 -0.22
C 1.039 -0.614 -1.143 -0.15
H 1.522 1.382 2.102 0.44
H 1.814 -0.202 1.841 0.44
H 3.295 2.697 2.000 0.23
H 5.432 3.290 0.933 0.26
H 6.260 1.958 -0.989 0.26
H 4.894 0.167 -1.915 0.23
H 4.130 -1.819 -1.844 0.25
H 2.809 -3.285 -3.276 0.25
H 0.347 -2.973 -3.481 0.25
H -0.783 -1.322 -2.074 0.25
```



Record 3
Below is a molecular structure, C28H28IInN3O2P, with properties calculated with wB97M-V/def2-TZVPD.

## Properties
Electronic energy   -2227.2091 Eh
E_LUMO   -6.4 eV
Charge   +2
Kohn-Sham gap   7.47 eV

XYZ file:
```
64
Properties=species:S:1:pos:R:3:lowdin_charge:R:1
In 0.076 0.365 0.847 0.68
I -0.045 2.444 -1.287 1.24
C -0.708 1.645 -3.113 -0.56
C -1.092 2.676 -3.925 -0.16
C -1.516 2.436 -5.244 -0.04
C -1.515 1.159 -5.700 0.00
C -1.123 0.078 -4.871 -0.14
C -1.147 -1.214 -5.449 0.01
C -0.791 -2.315 -4.739 -0.02
C -0.423 -2.147 -3.399 -0.08
C -0.384 -0.917 -2.773 -0.27
P 0.037 -1.259 -1.039 0.98
C 1.693 -1.943 -0.981 -0.38
C 2.135 -2.564 0.193 -0.10
C 3.441 -3.019 0.272 -0.04
C 4.305 -2.845 -0.802 -0.04
C 3.873 -2.208 -1.958 -0.04
C 2.567 -1.752 -2.053 -0.07
C -1.164 -2.424 -0.384 -0.39
C -0.918 -3.790 -0.289 -0.07
C -1.903 -4.629 0.212 -0.03
C -3.126 -4.108 0.612 -0.03
C -3.378 -2.745 0.512 -0.05
C -2.397 -1.903 0.017 -0.11
C -0.717 0.275 -3.511 -0.16
H -1.066 3.695 -3.564 0.09
H -1.817 3.262 -5.873 0.13
H -1.816 0.937 -6.715 0.13
H -1.457 -1.302 -6.483 0.13
H -0.804 -3.302 -5.180 0.13
H -0.171 -3.042 -2.841 0.11
H 1.470 -2.691 1.039 0.10
H 3.783 -3.513 1.172 0.12
H 5.322 -3.210 -0.738 0.12
H 4.552 -2.071 -2.789 0.12
H 2.231 -1.268 -2.960 0.11
H 0.035 -4.203 -0.595 0.12
H -1.713 -5.691 0.291 0.12
H -3.889 -4.768 1.002 0.12
H -4.336 -2.344 0.816 0.12
H -2.612 -0.841 -0.090 0.10
O 0.425 0.126 4.708 0.17
C 0.338 -0.294 3.627 -0.47
N 0.249 -0.773 2.511 0.02
C -2.096 2.380 2.728 -0.01
N -0.933 2.872 3.479 -0.08
C -1.204 3.441 4.807 -0.01
C 0.268 2.752 2.894 -0.43
O 0.274 2.212 1.707 -0.28
N 1.440 3.136 3.396 -0.07
C 1.727 3.899 4.620 0.00
C 2.679 2.918 2.638 0.00
H -2.987 2.586 3.310 0.10
H -2.052 1.296 2.587 0.08
H -2.192 2.880 1.766 0.10
H -2.273 3.377 4.975 0.10
H -0.929 4.491 4.857 0.10
H -0.709 2.874 5.593 0.11
H 0.857 4.093 5.223 0.05
H 2.178 4.850 4.338 0.11
H 2.442 3.335 5.216 0.11
H 2.521 2.279 1.782 0.07
H 3.408 2.455 3.302 0.11
H 3.076 3.874 2.298 0.11
```



Record 4
Below is a single C28H28N4O5 molecule, with properties calculated with wB97M-V/def2-TZVPD.

## Properties
Electronic energy   -1679.0819 Eh
E_LUMO   0.1 eV
Structure (SMILES)   COc1ccc(Cn2c(=O)[nH]c3cc(C(=O)N4CCN(c5ccc(OC)cc5)CC4)ccc3c2=O)cc1
Kohn-Sham gap   7.76 eV
ΔE to the lowest compared entry with this formula, charge and spin   0.000 eV

XYZ file:
```
65
Properties=species:S:1:pos:R:3:nbo_charge:R:1
C -6.178 -2.693 2.315 -0.25
H -6.616 -3.690 2.325 0.20
O -5.950 -2.391 0.960 -0.49
C -5.420 -1.176 0.644 0.30
C -5.252 -0.923 -0.719 -0.26
C -4.726 0.276 -1.148 -0.18
C -4.354 1.253 -0.230 -0.10
C -4.513 0.996 1.123 -0.12
C -5.045 -0.204 1.564 -0.33
H -5.160 -0.366 2.624 0.22
H -4.214 1.742 1.844 0.22
C -3.722 2.539 -0.695 -0.25
N -2.267 2.378 -0.762 -0.46
C -1.760 1.850 -1.937 0.80
O -2.449 1.621 -2.904 -0.63
N -0.413 1.597 -1.939 -0.61
C 0.433 1.862 -0.894 0.28
C 1.790 1.564 -0.960 -0.23
C 2.618 1.845 0.113 -0.10
C 2.108 2.482 1.247 -0.20
C 0.764 2.775 1.318 -0.14
C -0.089 2.452 0.262 -0.23
C -1.529 2.711 0.364 0.68
O -2.062 3.172 1.352 -0.60
H 0.336 3.254 2.185 0.24
H 2.768 2.756 2.056 0.22
C 4.053 1.468 -0.071 0.67
O 4.642 1.780 -1.089 -0.62
N 4.662 0.756 0.914 -0.43
C 4.009 0.117 2.038 -0.24
H 4.454 0.481 2.972 0.20
C 4.205 -1.413 1.903 -0.23
N 4.276 -1.763 0.502 -0.42
C 3.106 -1.673 -0.256 0.15
C 1.848 -1.569 0.341 -0.27
C 0.679 -1.527 -0.399 -0.24
C 0.723 -1.572 -1.784 0.25
C 1.967 -1.710 -2.396 -0.24
C 3.125 -1.775 -1.653 -0.24
H 4.052 -1.918 -2.184 0.22
H 2.008 -1.773 -3.472 0.23
O -0.362 -1.470 -2.613 -0.51
C -1.645 -1.619 -2.054 -0.25
H -2.340 -1.543 -2.888 0.21
H -1.757 -2.594 -1.569 0.18
H -1.880 -0.832 -1.331 0.17
H -0.260 -1.447 0.126 0.22
H 1.738 -1.525 1.412 0.21
C 5.546 -1.295 -0.033 -0.22
H 5.490 -1.213 -1.114 0.22
C 5.902 0.093 0.559 -0.25
H 6.520 0.007 1.456 0.19
H 6.420 0.704 -0.179 0.25
H 6.324 -2.024 0.222 0.20
H 3.405 -1.958 2.402 0.22
H 5.147 -1.723 2.363 0.20
H 2.949 0.365 2.032 0.23
H 2.203 1.104 -1.845 0.24
H -0.051 1.146 -2.771 0.43
H -4.069 2.802 -1.695 0.24
H -3.921 3.348 0.010 0.24
H -4.593 0.461 -2.203 0.23
H -5.546 -1.687 -1.421 0.22
H -5.246 -2.703 2.889 0.17
H -6.879 -1.986 2.772 0.18
```



Record 5
Below is a molecular structure, C28H29AuBrF3N3O3S, with properties calculated with wB97M-V/def2-TZVPD.

## Properties
Electronic energy   -4881.5859 Eh
2S+1   3
E_LUMO (spin up / spin down)   -3.2 / -4.9 eV
Charge   +1
Kohn-Sham gap (spin up / spin down)   7.30 / 5.61 eV
Expectation value of S²   2.017
ΔE to the lowest compared entry with this formula, charge and spin   0.972 eV

XYZ file:
```
69
Properties=species:S:1:pos:R:3:nbo_charge:R:1
Au -0.006 -1.958 -0.214 1.14
N -4.394 -2.503 0.093 -0.61
C -5.076 -1.318 -0.111 0.27
C -6.470 -1.319 -0.183 -0.26
C -7.154 -0.135 -0.355 -0.14
C -6.477 1.085 -0.452 -0.23
C -5.106 1.102 -0.382 -0.15
C -4.406 -0.102 -0.220 -0.37
S -2.690 -0.038 -0.210 0.95
N -2.193 -1.524 0.124 -0.83
C -2.995 -2.694 0.213 0.45
C -1.616 -4.493 -0.644 0.53
C -1.878 -5.844 -0.803 -0.25
C -0.853 -6.743 -0.610 -0.11
C 0.408 -6.276 -0.256 -0.25
C 0.598 -4.923 -0.134 0.06
N -0.397 -4.032 -0.342 -0.57
H -4.928 -3.359 0.079 0.43
H -7.004 -2.257 -0.097 0.22
H -8.234 -0.154 -0.409 0.23
H -7.026 2.007 -0.582 0.24
H -4.557 2.033 -0.460 0.23
H -2.881 -6.153 -1.056 0.25
H -1.036 -7.803 -0.718 0.24
H 1.235 -6.949 -0.084 0.25
H 1.564 -4.511 0.117 0.22
C 5.423 3.503 -1.542 -0.60
C 5.366 2.654 -0.264 -0.08
C 5.475 3.570 0.963 -0.60
C 6.557 1.697 -0.263 -0.61
C 4.036 1.906 -0.219 -0.02
C 3.945 0.532 -0.206 -0.24
C 2.687 -0.052 -0.166 -0.14
Br 2.664 -1.975 -0.159 0.10
C 1.483 0.625 -0.136 0.35
O 0.277 0.024 -0.090 -0.82
C 1.572 2.042 -0.156 -0.08
C 2.831 2.616 -0.196 -0.13
C 0.309 2.912 -0.133 -0.07
C 0.639 4.406 -0.210 -0.61
C -0.566 2.584 -1.352 -0.60
C -0.454 2.687 1.181 -0.60
H 6.374 4.038 -1.594 0.22
H 4.622 4.243 -1.569 0.21
H 5.335 2.874 -2.430 0.21
H 6.424 4.110 0.943 0.22
H 5.431 2.989 1.886 0.21
H 4.673 4.308 0.988 0.21
H 7.483 2.274 -0.287 0.22
H 6.554 1.044 -1.138 0.21
H 6.578 1.078 0.637 0.21
H 4.825 -0.095 -0.227 0.23
H 2.891 3.694 -0.210 0.21
H 1.181 4.659 -1.123 0.21
H 1.223 4.741 0.649 0.21
H -0.294 4.972 -0.213 0.22
H -0.020 2.781 -2.276 0.22
H -1.456 3.219 -1.347 0.20
H -0.879 1.543 -1.360 0.21
H 0.174 2.956 2.033 0.22
H -0.760 1.652 1.303 0.21
H -1.342 3.324 1.206 0.20
F -2.632 -3.274 3.926 -0.28
C -2.386 -2.601 2.819 0.90
F -1.069 -2.362 2.741 -0.31
F -3.030 -1.432 2.864 -0.31
C -2.819 -3.430 1.578 0.46
O -3.141 -4.572 1.699 -0.45
O -2.614 -3.602 -0.852 -0.50
```



Record 6
Below is a molecular structure, C28H29BBrCoN3O3, with properties calculated with wB97M-V/def2-TZVPD.

## Properties
Electronic energy   -5455.9355 Eh
E_LUMO (spin up / spin down)   -3.6 / -3.6 eV
Charge   +1
Kohn-Sham gap (spin up / spin down)   6.90 / 6.86 eV
ΔE to the lowest compared entry with this formula, charge and spin   1.044 eV

XYZ file:
```
66
Properties=species:S:1:pos:R:3:nbo_charge:R:1
Co 0.061 -0.780 0.007 0.94
Br 5.827 -0.331 4.458 0.09
C 4.552 -0.479 3.072 -0.14
C 4.980 -0.636 1.742 -0.15
C 4.071 -0.753 0.725 -0.28
C 2.688 -0.721 0.981 0.49
O 1.853 -0.870 -0.007 -0.72
C 2.261 -0.545 2.321 -0.27
C 0.887 -0.484 2.696 0.22
N -0.112 -0.597 1.896 -0.48
C -1.477 -0.540 2.294 0.08
C -1.968 -0.433 3.559 -0.15
C -3.363 -0.398 3.788 -0.20
C -4.249 -0.469 2.755 -0.17
C -3.770 -0.570 1.427 -0.10
C -4.602 -0.618 0.282 -0.09
C -4.042 -0.688 -0.957 -0.26
C -2.639 -0.723 -1.075 0.11
N -1.846 -0.698 -0.036 -0.46
C -2.387 -0.609 1.215 0.21
C 3.223 -0.430 3.354 -0.15
H 6.040 -0.662 1.525 0.24
H 4.392 -0.872 -0.302 0.23
H 0.686 -0.329 3.756 0.20
H -1.292 -0.374 4.403 0.22
H -3.729 -0.309 4.802 0.24
H -5.316 -0.441 2.933 0.23
H -5.678 -0.590 0.405 0.23
H -4.649 -0.709 -1.850 0.24
H -2.162 -0.772 -2.047 0.22
H 2.894 -0.304 4.379 0.23
C -1.064 3.931 0.243 -0.64
C -0.470 3.266 -0.989 0.25
C -1.017 3.897 -2.250 -0.63
O -0.896 1.864 -0.941 -0.76
B 0.157 1.150 -0.452 0.96
O 1.309 1.857 -0.304 -0.75
C 1.091 3.157 -0.942 0.25
C 1.725 3.067 -2.321 -0.63
C 1.778 4.220 -0.113 -0.63
H -2.146 3.796 0.226 0.22
H -0.848 5.000 0.253 0.23
H -0.676 3.485 1.160 0.21
H -2.100 4.000 -2.171 0.22
H -0.791 3.299 -3.131 0.22
H -0.592 4.894 -2.386 0.22
H 1.234 2.309 -2.934 0.21
H 2.771 2.784 -2.205 0.23
H 1.679 4.024 -2.842 0.22
H 1.429 4.220 0.918 0.22
H 1.604 5.209 -0.543 0.22
H 2.852 4.034 -0.110 0.23
N 0.041 -3.023 -0.048 -0.89
C 0.084 -3.592 -1.376 0.21
C 0.839 -2.947 -2.347 -0.29
C 0.895 -3.466 -3.633 -0.17
C 0.193 -4.619 -3.952 -0.21
C -0.572 -5.252 -2.981 -0.18
C -0.625 -4.741 -1.691 -0.27
H -0.711 -3.443 0.490 0.39
H 0.906 -3.212 0.452 0.40
H 1.395 -2.052 -2.088 0.23
H 1.487 -2.966 -4.388 0.22
H 0.248 -5.028 -4.952 0.23
H -1.124 -6.150 -3.225 0.23
H -1.218 -5.239 -0.932 0.22
```